Arrangement A

Computed, not measured: C45H41BrN4RuSSb2 as an isolated structure, with ωB97M-V/def2-TZVPD.

Output
Highest occupied orbital energy (spin up / spin down) ... -9.71 / -9.49 eV
Orbital gap (spin up / spin down) ... 0.21073 / 0.20660 Ha
Expectation value of S² ... 1.2328
M ... 1094.41 g mol⁻¹

```
! wB97M-V def2-TZVPD RIJCOSX def2/J DEFGRID3
* xyz 1 2
Ru 0.081 -0.596 1.548
C -3.877 -2.138 0.697
C -2.422 -1.862 0.879
N -1.929 -0.689 1.084
N -2.797 0.358 1.333
C -2.161 1.452 1.682
N -2.937 2.530 1.946
S -0.427 1.702 1.766
C -1.424 -2.963 0.880
C -1.776 -4.268 0.599
C -0.789 -5.244 0.555
C 0.519 -4.879 0.798
C 0.798 -3.555 1.099
N -0.148 -2.619 1.156
H -4.441 -1.218 0.794
H -4.233 -2.861 1.433
H -4.052 -2.559 -0.297
H -3.919 2.367 2.096
H -2.513 3.301 2.433
H -2.811 -4.511 0.404
H -1.041 -6.271 0.327
H 1.321 -5.603 0.765
H 1.803 -3.220 1.318
Br -1.338 -0.913 4.051
C 0.283 -1.086 5.022
C 0.156 -1.224 6.369
C 1.311 -1.384 7.161
C 2.531 -1.417 6.560
C 2.666 -1.271 5.155
C 3.959 -1.308 4.579
C 4.104 -1.147 3.240
C 2.963 -0.949 2.428
C 1.665 -0.889 2.903
C 1.521 -1.081 4.324
H -0.824 -1.212 6.826
H 1.215 -1.486 8.233
H 3.431 -1.545 7.149
H 4.814 -1.466 5.224
H 5.086 -1.173 2.784
H 3.162 -0.833 1.371
C 2.347 0.370 -2.892
C 1.418 1.291 -3.686
C -0.030 0.813 -3.647
Sb -0.744 1.225 -1.660
C -0.767 3.315 -1.983
C -1.657 3.837 -2.919
C -1.566 5.177 -3.273
C -0.593 5.987 -2.700
C 0.282 5.466 -1.759
C 0.195 4.128 -1.394
C -2.769 0.734 -1.985
C -3.108 -0.298 -2.854
C -4.446 -0.609 -3.062
C -5.436 0.103 -2.399
C -5.094 1.133 -1.531
C -3.760 1.448 -1.314
Sb 1.762 -0.038 -0.816
C 2.669 1.842 -0.104
C 3.352 2.699 -0.969
C 3.921 3.866 -0.475
C 3.824 4.173 0.876
C 3.175 3.304 1.741
C 2.607 2.133 1.254
C 1.036 -2.065 -1.717
C -0.284 -2.363 -2.011
C -0.596 -3.525 -2.714
C 0.414 -4.385 -3.123
C 1.738 -4.095 -2.814
C 2.049 -2.939 -2.103
H 3.355 0.783 -2.855
H 2.413 -0.613 -3.354
H 1.769 1.325 -4.722
H 1.490 2.315 -3.306
H -0.101 -0.251 -3.875
H -0.664 1.369 -4.339
H -2.417 3.213 -3.375
H -2.254 5.586 -4.002
H -0.521 7.028 -2.986
H 1.036 6.098 -1.305
H 0.873 3.730 -0.649
H -2.342 -0.846 -3.391
H -4.714 -1.406 -3.744
H -6.478 -0.139 -2.566
H -5.868 1.691 -1.020
H -3.499 2.256 -0.640
H 3.439 2.490 -2.024
H 4.440 4.535 -1.151
H 4.264 5.087 1.255
H 3.115 3.529 2.799
H 2.127 1.452 1.942
H -1.091 -1.703 -1.702
H -1.631 -3.759 -2.937
H 0.172 -5.277 -3.688
H 2.529 -4.764 -3.131
H 3.089 -2.725 -1.873
*
```

=====

Arrangement B

Computed, not measured: C45H41BrN4RuSSb2 as an isolated structure, with ωB97M-V/def2-TZVPD.

Output
Highest occupied orbital energy (spin up / spin down) ... -9.60 / -9.77 eV
Orbital gap (spin up / spin down) ... 0.24432 / 0.24218 Ha
Expectation value of S² ... 0.7624
M ... 1094.41 g mol⁻¹

```
! wB97M-V def2-TZVPD RIJCOSX def2/J DEFGRID3
* xyz 1 2
Ru -0.824 0.592 -0.555
C 2.444 -1.512 1.746
C 1.192 -0.999 1.142
N 1.180 -0.170 0.150
N 2.429 0.288 -0.228
C 2.753 0.121 -1.459
N 3.939 0.609 -1.911
S 1.820 -0.787 -2.677
C -0.159 -1.451 1.577
C -0.354 -2.386 2.589
C -1.642 -2.815 2.868
C -2.699 -2.313 2.126
C -2.434 -1.371 1.150
N -1.200 -0.926 0.887
H 3.103 -1.871 0.955
H 2.274 -2.317 2.451
H 2.958 -0.695 2.256
H 4.378 1.336 -1.368
H 4.099 0.612 -2.904
H 0.478 -2.776 3.152
H -1.815 -3.539 3.653
H -3.713 -2.640 2.304
H -3.229 -0.938 0.550
Br -1.346 -1.039 -2.465
C -0.736 -2.758 -1.853
C -1.778 -3.616 -1.625
C -1.562 -4.896 -1.089
C -0.297 -5.268 -0.765
C 0.802 -4.407 -1.000
C 2.092 -4.866 -0.642
C 3.194 -4.104 -0.882
C 3.037 -2.862 -1.512
C 1.802 -2.361 -1.852
C 0.622 -3.116 -1.589
H -2.785 -3.292 -1.850
H -2.400 -5.560 -0.928
H -0.099 -6.240 -0.333
H 2.180 -5.845 -0.190
H 4.184 -4.455 -0.623
H 3.918 -2.281 -1.754
C -4.008 2.206 -0.243
C -3.864 3.013 1.045
C -2.979 2.352 2.103
Sb -0.979 2.271 1.370
C -0.647 4.361 1.475
C -0.712 4.924 2.750
C -0.594 6.293 2.919
C -0.409 7.113 1.813
C -0.334 6.559 0.546
C -0.451 5.184 0.377
C 0.191 1.715 3.041
C -0.375 1.433 4.280
C 0.431 1.096 5.360
C 1.808 1.048 5.206
C 2.379 1.330 3.973
C 1.574 1.653 2.890
Sb -2.542 2.164 -1.886
C -2.358 4.269 -2.102
C -1.345 4.846 -2.866
C -1.329 6.214 -3.088
C -2.327 7.022 -2.562
C -3.352 6.454 -1.823
C -3.369 5.086 -1.598
C 0.193 1.970 -1.945
C 0.296 1.805 -3.323
C 1.311 2.420 -4.059
C 2.252 3.206 -3.420
C 2.173 3.376 -2.040
C 1.160 2.768 -1.318
H -4.927 2.515 -0.755
H -4.169 1.144 -0.007
H -4.865 3.137 1.472
H -3.490 4.020 0.850
H -3.345 1.353 2.350
H -2.950 2.953 3.014
H -0.841 4.293 3.624
H -0.643 6.720 3.911
H -0.318 8.183 1.943
H -0.190 7.190 -0.321
H -0.392 4.771 -0.617
H -1.450 1.477 4.412
H -0.016 0.880 6.322
H 2.439 0.798 6.049
H 3.455 1.300 3.856
H 2.032 1.856 1.927
H -0.556 4.234 -3.285
H -0.534 6.651 -3.680
H -2.311 8.090 -2.738
H -4.142 7.075 -1.421
H -4.184 4.661 -1.030
H -0.436 1.213 -3.861
H 1.353 2.284 -5.133
H 3.032 3.696 -3.989
H 2.900 3.997 -1.528
H 1.106 2.974 -0.254
*
```

=====

Least stable: arrangement A

=====

Arrangement A

Computed, not measured: one molecule with the formula C5H11NS, with ωB97M-V/def2-TZVPD.

Output
Highest occupied orbital energy ... -7.57 eV
Orbital gap ... 0.29982 Ha
M ... 117.22 g mol⁻¹

```
! wB97M-V def2-TZVPD RIJCOSX def2/J DEFGRID3
* xyz 0 1
C -1.095 -0.051 -0.412
C 2.224 -0.644 0.088
C -1.634 -1.066 0.568
C -1.087 1.411 0.013
C 2.250 -1.022 1.326
N 1.113 0.948 -1.664
S 0.846 -0.480 -0.879
H -1.201 -2.002 0.227
H -2.683 -1.005 0.570
H -1.098 -0.885 1.562
H -0.293 1.575 0.774
H -2.069 1.595 0.483
H -1.060 1.906 -1.003
H 1.231 -1.062 1.895
H 3.167 -1.134 1.960
H -1.600 -0.253 -1.321
H 0.937 0.834 -2.642
H 2.052 1.335 -1.545
*
```

=====

Arrangement B

Computed, not measured: a 2-piece molecular cluster, C5H11NS overall, with ωB97M-V/def2-TZVPD.

Output
Highest occupied orbital energy (spin up / spin down) ... -7.10 / -7.69 eV
Orbital gap (spin up / spin down) ... 0.26709 / 0.30090 Ha
M ... 117.22 g mol⁻¹

```
! wB97M-V def2-TZVPD RIJCOSX def2/J DEFGRID3
* xyz 0 1
C -0.031 1.580 -0.459
C -0.357 0.741 -1.651
C -0.484 0.090 -0.360
C -0.590 -0.613 1.993
C -1.369 -0.535 0.599
N 1.554 -1.162 -0.174
S 2.604 -0.975 -1.445
H 0.976 1.890 -0.459
H -0.646 2.402 -0.157
H -1.129 0.976 -2.331
H 0.562 0.455 -2.154
H -0.056 0.361 2.164
H 0.154 -1.432 1.801
H -1.192 -0.867 2.875
H -2.102 0.293 0.781
H -1.847 -1.418 0.223
H 1.207 -2.104 -0.338
H 2.748 0.318 -0.910
*
```

=====

Least stable: arrangement B

=====

Arrangement A

Computed, not measured: a 5-piece molecular cluster, C2H15NO4 overall, with ωB97M-V/def2-TZVPD.

Output
Highest occupied orbital energy ... -10.26 eV
Orbital gap ... 0.39220 Ha
SMILES string ... CCN.O.O.O.O
M ... 117.14 g mol⁻¹

```
! wB97M-V def2-TZVPD RIJCOSX def2/J DEFGRID3
* xyz 0 1
C -0.832 -1.335 1.261
C -1.914 -0.700 0.342
N -1.354 -0.299 -0.967
H -0.243 -1.906 0.543
H -1.260 -1.978 2.026
H -0.308 -0.541 1.782
H -2.269 0.210 0.836
H -2.815 -1.318 0.287
H -2.058 -0.428 -1.682
H -0.698 -1.036 -1.225
O -2.068 -2.984 -2.678
H -2.467 -3.652 -2.118
H -2.613 -2.208 -2.563
O 4.548 5.796 0.489
H 3.943 5.135 0.148
H 4.011 6.456 0.941
O 2.288 -1.436 1.186
H 1.533 -1.052 0.728
H 3.011 -1.214 0.591
O 0.617 1.349 0.393
H 0.038 0.976 -0.301
H 0.910 2.167 -0.020
*
```

=====

Arrangement B

Computed, not measured: a 5-piece molecular cluster, C2H15NO4 overall, with ωB97M-V/def2-TZVPD.

Output
Highest occupied orbital energy ... -8.97 eV
Orbital gap ... 0.35717 Ha
SMILES string ... CCN.O.O.O.O
M ... 117.14 g mol⁻¹

```
! wB97M-V def2-TZVPD RIJCOSX def2/J DEFGRID3
* xyz 0 1
C 0.700 1.362 2.422
C 1.130 0.096 1.715
N 0.256 -0.243 0.566
H 0.602 1.228 3.496
H -0.239 1.764 2.033
H 1.426 2.148 2.202
H 1.078 -0.814 2.311
H 2.144 0.212 1.323
H 0.542 -1.034 0.028
H -0.082 0.566 0.052
O 5.716 -2.600 -2.507
H 5.884 -1.977 -1.808
H 6.407 -2.504 -3.189
O -3.647 0.211 -1.472
H -3.611 -0.455 -0.785
H -3.986 0.940 -0.941
O -1.044 1.895 -1.134
H -1.428 1.206 -1.690
H -1.426 2.758 -1.104
O -2.823 -0.790 0.989
H -2.790 -0.412 1.861
H -1.893 -0.754 0.741
*
```

=====

Least stable: arrangement A

=====

Arrangement A

Computed, not measured: one molecule with the formula C22H25FN2O3, with ωB97M-V/def2-TZVPD.

Output
Highest occupied orbital energy ... -7.75 eV
Orbital gap ... 0.30715 Ha
SMILES string ... COc1ccc(F)cc1C(=O)[C@H]1CCCN(C(=O)c2cccc(N(C)C)c2)C1
M ... 384.45 g mol⁻¹

```
! wB97M-V def2-TZVPD RIJCOSX def2/J DEFGRID3
* xyz 0 1
C 3.316 2.938 -2.862
O 2.543 1.761 -2.816
C 2.784 0.859 -1.826
C 3.783 1.000 -0.869
C 3.990 0.025 0.089
C 3.215 -1.117 0.067
F 3.428 -2.083 0.986
C 2.229 -1.294 -0.881
C 1.981 -0.294 -1.813
C 0.861 -0.545 -2.757
O 0.716 -1.635 -3.260
C -0.127 0.587 -3.023
C -1.470 0.000 -3.471
C -2.118 -0.746 -2.305
C -2.260 0.160 -1.080
N -0.991 0.754 -0.734
C -0.330 0.616 0.440
O 0.768 1.118 0.625
C -1.019 -0.167 1.510
C -0.467 -1.368 1.935
C -1.082 -2.053 2.967
C -2.212 -1.552 3.582
C -2.775 -0.332 3.180
N -3.920 0.160 3.768
C -4.336 1.512 3.483
C -4.403 -0.442 4.988
C -2.149 0.349 2.128
C -0.375 1.493 -1.812
H 3.196 3.532 -1.951
H 4.376 2.718 -3.020
H 2.937 3.503 -3.713
H 4.401 1.882 -0.848
H 4.747 0.148 0.847
H 1.631 -2.192 -0.893
H 0.310 1.190 -3.826
H -2.125 0.807 -3.808
H -1.312 -0.689 -4.301
H -1.502 -1.607 -2.045
H -3.105 -1.111 -2.594
H -2.971 0.968 -1.306
H -2.639 -0.412 -0.233
H 0.427 -1.748 1.469
H -0.668 -2.991 3.308
H -2.651 -2.118 4.387
H -3.564 2.249 3.737
H -5.231 1.743 4.056
H -4.583 1.617 2.424
H -4.683 -1.482 4.812
H -3.656 -0.411 5.792
H -5.291 0.089 5.325
H -2.525 1.299 1.784
H -1.048 2.305 -2.116
H 0.546 1.925 -1.424
*
```

=====

Arrangement B

Computed, not measured: one molecule with the formula C22H25FN2O3, with ωB97M-V/def2-TZVPD.

Output
Highest occupied orbital energy ... -7.30 eV
Orbital gap ... 0.27831 Ha
SMILES string ... COc1ccc(N[C@@H]2CCCN(C(=O)CCC(=O)c3ccc(F)cc3)C2)cc1
M ... 384.45 g mol⁻¹

```
! wB97M-V def2-TZVPD RIJCOSX def2/J DEFGRID3
* xyz 0 1
C -4.103 3.288 3.585
O -3.770 2.971 2.259
C -2.476 2.602 1.987
C -1.465 2.475 2.926
C -0.191 2.082 2.543
C 0.112 1.811 1.210
N 1.372 1.468 0.757
C 2.409 0.985 1.631
C 3.768 1.019 0.919
C 3.913 -0.107 -0.104
C 3.621 -1.455 0.554
N 2.277 -1.421 1.098
C 1.293 -2.060 0.426
O 1.545 -2.882 -0.438
C -0.153 -1.731 0.787
C -1.009 -2.004 -0.448
C -0.484 -1.217 -1.630
O 0.353 -0.347 -1.505
C -1.030 -1.560 -2.966
C -2.168 -2.345 -3.149
C -2.625 -2.628 -4.421
C -1.932 -2.128 -5.510
F -2.375 -2.411 -6.749
C -0.800 -1.346 -5.362
C -0.360 -1.064 -4.085
C 2.134 -0.448 2.152
C -0.920 1.951 0.270
C -2.184 2.334 0.649
H -3.972 2.428 4.252
H -3.510 4.129 3.960
H -5.155 3.570 3.567
H -1.646 2.674 3.971
H 0.564 1.994 3.309
H 1.351 1.018 -0.150
H 2.459 1.659 2.494
H 3.886 1.988 0.431
H 4.554 0.920 1.671
H 4.922 -0.105 -0.517
H 3.209 0.036 -0.926
H 3.666 -2.265 -0.174
H 4.332 -1.653 1.363
H -0.265 -0.687 1.072
H -0.474 -2.365 1.617
H -0.971 -3.064 -0.700
H -2.046 -1.716 -0.262
H -2.713 -2.730 -2.302
H -3.506 -3.230 -4.580
H -0.285 -0.973 -6.234
H 0.519 -0.457 -3.929
H 1.142 -0.501 2.598
H 2.869 -0.688 2.930
H -0.708 1.745 -0.768
H -2.973 2.436 -0.079
*
```

=====

Least stable: arrangement A